[1]
{"formula": "C22H26BrN5O4", "method": "the ωB97M-V functional and the def2-TZVPD basis", "smiles": "CN1CCN(c2ccc([C@@H](CC(N)=O)NC(=O)Cc3ccc(Br)cc3)cc2[N+](=O)[O-])CC1", "charge": 0, "relative_energy_ev": 0.143, "multiplicity": 1, "species": ["C", "N", "C", "C", "N", "C", "C", "C", "C", "C", "C", "C", "N", "O", "N", "C", "O", "C", "C", "C", "C", "C", "Br", "C", "C", "C", "C", "N", "O", "O", "C", "C", "H", "H", "H", "H", "H", "H", "H", "H", "H", "H", "H", "H", "H", "H", "H", "H", "H", "H", "H", "H", "H", "H", "H", "H", "H", "H"], "coordinates": [[2.4875, -5.7319, 0.2282], [1.5430, -4.7615, 0.7340], [0.5981, -4.3403, -0.2805], [-0.4533, -3.3997, 0.3228], [0.2096, -2.2443, 0.8931], [0.2535, -1.0609, 0.2179], [-0.9118, -0.6505, -0.4678], [-0.9798, 0.4878, -1.2288], [0.1380, 1.3028, -1.4053], [0.0869, 2.6499, -2.0966], [-0.7482, 2.6871, -3.3827], [-2.2493, 2.5651, -3.1812], [-2.8841, 1.8665, -4.1467], [-2.8627, 3.0693, -2.2606], [-0.4281, 3.6058, -1.1294], [0.3342, 4.0287, -0.0979], [1.5450, 3.9914, -0.0949], [-0.4930, 4.4641, 1.1119], [-0.9250, 3.1513, 1.7029], [-0.0032, 2.3720, 2.3951], [-0.3294, 1.1014, 2.8299], [-1.5946, 0.6097, 2.5636], [-2.0533, -1.1520, 3.1195], [-2.5343, 1.3670, 1.8886], [-2.1915, 2.6345, 1.4546], [1.2907, 0.9406, -0.7365], [1.3524, -0.1793, 0.0901], [2.6096, -0.2891, 0.7741], [3.6113, -0.3401, 0.0906], [2.6072, -0.2634, 1.9917], [1.1334, -2.6926, 1.9108], [2.2035, -3.6047, 1.3126], [3.1384, -6.0476, 1.0417], [1.9434, -6.6003, -0.1408], [3.1120, -5.3342, -0.5873], [0.0998, -5.2269, -0.6797], [1.1030, -3.8191, -1.1178], [-1.1537, -3.1150, -0.4586], [-0.9941, -3.9174, 1.1197], [-1.8098, -1.2330, -0.3378], [-1.9241, 0.7514, -1.6768], [1.1141, 2.9531, -2.3327], [-0.5844, 3.6567, -3.8613], [-0.3926, 1.9060, -4.0552], [-2.4057, 1.4790, -4.9397], [-3.8893, 1.8056, -4.1160], [-1.4390, 3.5957, -1.0435], [0.1434, 5.0215, 1.7975], [-1.3461, 5.0694, 0.8095], [0.9894, 2.7554, 2.5761], [0.3998, 0.5004, 3.3506], [-3.5182, 0.9690, 1.6932], [-2.9212, 3.2194, 0.9138], [2.1691, 1.5652, -0.8069], [1.5771, -1.8557, 2.4435], [0.5484, -3.2810, 2.6258], [2.8781, -3.9440, 2.1005], [2.7999, -3.0581, 0.5590]], "forces_ev_per_a": [[-0.04, 0.04, -0.01], [0.01, 0.01, -0.03], [-0.27, -0.01, 0.09], [0.08, -0.23, -0.40], [-0.03, -0.28, 0.33], [0.22, 0.50, -0.16], [0.09, -0.02, -0.02], [0.24, -0.02, -0.10], [0.22, -0.12, -0.02], [0.13, -0.13, 0.11], [0.16, 0.15, 0.32], [0.26, -0.11, -0.49], [-0.29, -0.19, -0.24], [-0.20, 0.15, 0.36], [-0.28, 0.31, -0.41], [-0.45, 0.55, 0.08], [0.51, -0.14, 0.07], [0.33, -0.16, -0.13], [-0.20, -0.07, 0.28], [-0.11, 0.10, -0.04], [-0.09, -0.12, 0.05], [-0.08, -0.14, 0.09], [-0.06, 0.12, 0.05], [-0.03, -0.11, 0.06], [0.10, 0.03, 0.14], [-0.06, -0.03, 0.00], [-1.11, 0.19, -0.72], [0.50, -0.21, 0.20], [0.20, -0.04, 0.00], [0.22, 0.26, 0.18], [0.45, 0.04, 0.22], [-0.20, 0.03, 0.23], [0.07, -0.06, -0.01], [0.04, -0.07, -0.04], [0.02, 0.00, -0.02], [0.01, 0.01, -0.05], [-0.04, -0.04, 0.03], [0.00, 0.01, 0.09], [-0.06, -0.02, -0.06], [-0.05, -0.08, 0.05], [-0.15, -0.04, 0.02], [-0.22, -0.07, -0.03], [-0.02, -0.03, -0.04], [0.01, 0.04, -0.03], [0.05, 0.02, 0.07], [0.05, 0.04, 0.02], [0.15, 0.04, 0.08], [-0.02, 0.03, -0.10], [-0.03, 0.02, 0.01], [0.14, 0.06, 0.00], [0.03, -0.06, 0.02], [-0.07, -0.05, -0.01], [-0.08, 0.09, -0.08], [0.06, 0.05, 0.01], [-0.22, -0.25, -0.09], [0.05, 0.01, 0.00], [0.05, 0.02, 0.00], [0.00, -0.01, 0.04]]}

---

[2]
{"formula": "C22H26Cl14I2O4", "method": "the ωB97M-V functional and the def2-TZVPD basis", "charge": 0, "multiplicity": 1, "species": ["C", "C", "C", "O", "O", "C", "C", "C", "C", "C", "O", "C", "C", "C", "C", "C", "I", "C", "I", "C", "O", "H", "H", "H", "H", "H", "H", "H", "H", "H", "H", "H", "H", "C", "Cl", "Cl", "H", "H", "C", "Cl", "Cl", "H", "H", "C", "Cl", "Cl", "H", "H", "C", "Cl", "Cl", "H", "H", "C", "Cl", "Cl", "H", "H", "C", "Cl", "Cl", "H", "H", "C", "Cl", "Cl", "H", "H"], "coordinates": [[-5.5972, 2.5548, 0.6466], [-5.4707, 1.0578, -0.0836], [-4.1282, 0.2854, 0.5364], [-3.2992, 1.0755, 1.2540], [-3.9003, -1.1841, 0.3413], [-2.4502, -1.3729, 0.5075], [-1.8898, -2.8493, 0.0432], [-0.3527, -2.7421, -0.6079], [0.6350, -1.7494, -0.1059], [2.1809, -1.5607, -0.7164], [3.0113, -0.8515, 0.0679], [2.5636, -2.2711, -2.1419], [1.4889, -3.4248, -2.6980], [1.7863, -4.2438, -4.0915], [3.1541, -3.9557, -4.9917], [4.1985, -2.7944, -4.4926], [6.0477, -2.3015, -5.6155], [3.8794, -1.9711, -3.0714], [5.3382, -0.4427, -2.5047], [0.0919, -3.7658, -1.8465], [-0.6811, -4.8307, -2.1819], [-5.5020, 2.4920, 1.8171], [-6.6425, 3.0625, 0.4260], [-4.7719, 3.2898, 0.2590], [-6.4306, 0.4652, 0.2284], [-5.3733, 1.2599, -1.2333], [-2.0883, -1.2171, 1.6313], [-1.9072, -0.5834, -0.2017], [-1.7507, -3.5163, 1.0215], [-2.6274, -3.4206, -0.6699], [0.3051, -1.0548, 0.8042], [1.0700, -5.0818, -4.5166], [3.4297, -4.5384, -5.9774], [1.7564, -3.5074, 3.4427], [2.5095, -4.5908, 2.2663], [0.0818, -3.1535, 3.0007], [1.7717, -3.9840, 4.4259], [2.3205, -2.5722, 3.4771], [5.6443, -1.5499, 3.3865], [5.5828, -3.3117, 3.5181], [4.0734, -0.8290, 3.7573], [6.3869, -1.1663, 4.0904], [5.9282, -1.2790, 2.3667], [6.4884, 3.0056, -5.1385], [8.1236, 2.5311, -4.6631], [5.5373, 1.6008, -5.6349], [5.9966, 3.4863, -4.2894], [6.5503, 3.7067, -5.9743], [2.1158, -4.4818, 7.4989], [1.5694, -5.9361, 6.6553], [1.5508, -3.0209, 6.6795], [1.7222, -4.4929, 8.5182], [3.2081, -4.4751, 7.5252], [-4.4625, 6.2433, 2.2789], [-3.7094, 5.1599, 1.1024], [-6.1371, 6.5972, 1.8369], [-4.4472, 5.7667, 3.2621], [-3.8984, 7.1785, 2.3133], [-3.8518, 0.7847, -3.7813], [-2.1883, 0.3132, -3.4132], [-4.2636, 2.3201, -3.0082], [-3.9603, 0.8908, -4.8634], [-4.5302, 0.0096, -3.4167], [-2.2719, 9.0997, 0.1424], [-2.5499, 8.6918, 1.8399], [-3.1435, 7.9956, -0.9281], [-2.6188, 10.1198, -0.0397], [-1.2022, 9.0304, -0.0695]], "forces_ev_per_a": [[0.05, 0.05, -0.07], [-0.04, 0.35, 1.32], [2.73, 3.60, 3.10], [-4.66, -5.64, -4.58], [0.91, 4.08, 0.50], [2.59, -0.05, -0.27], [0.56, -0.68, 0.46], [2.15, 1.94, 0.27], [-1.82, -2.38, -1.76], [2.07, 2.27, 3.50], [-4.67, -4.26, -5.14], [0.06, -1.89, -2.93], [2.11, 0.15, -1.77], [2.63, 2.37, 0.96], [-0.22, 2.69, 3.62], [-4.01, -1.32, 2.40], [-1.98, -0.70, 0.97], [-2.38, -2.49, -0.75], [-1.42, -1.37, -0.15], [-2.72, -3.46, -1.18], [4.92, 6.77, 2.04], [-0.06, -0.05, -2.41], [2.04, -1.29, 0.21], [-1.81, -1.92, 0.73], [1.91, 0.81, -0.97], [-0.24, -0.95, 2.42], [-1.08, -0.07, -2.48], [-1.15, -1.61, 1.75], [-0.41, 1.33, -2.23], [1.66, 1.25, 1.21], [1.18, -1.58, -2.24], [1.49, 2.05, 1.30], [-0.84, 1.26, 2.29], [0.35, -0.02, 0.23], [-0.02, -0.01, -0.05], [-0.13, 0.06, 0.24], [-0.11, 0.03, -0.55], [-0.24, -0.34, -0.15], [0.36, 0.15, -0.12], [0.14, 0.05, 0.01], [0.15, 0.26, 0.03], [-0.30, -0.14, -0.09], [-0.23, -0.13, 0.22], [-0.21, 0.33, -0.04], [0.03, 0.08, 0.04], [-0.04, 0.19, -0.14], [0.15, -0.24, -0.17], [0.05, -0.28, 0.18], [0.23, -0.04, 0.35], [0.06, -0.03, 0.04], [0.01, 0.18, 0.38], [-0.01, 0.01, -0.34], [-0.30, 0.01, -0.14], [0.09, -0.05, 0.45], [0.40, 0.46, 0.33], [-0.07, 0.07, 0.06], [-0.11, -0.05, -0.33], [-0.61, -0.75, -0.12], [-0.16, -0.24, -0.22], [-0.04, -0.10, -0.02], [0.06, 0.19, -0.32], [0.11, 0.07, 0.32], [0.21, 0.21, 0.03], [0.18, 0.25, -0.39], [0.67, 0.80, -0.06], [0.08, 0.18, -0.05], [-0.02, -0.32, 0.13], [-0.30, -0.11, 0.13]]}

---

[3]
{"formula": "C22H26Cl6F24O4", "method": "the ωB97M-V functional and the def2-TZVPD basis", "smiles": "FC(F)C(F)(F)COC(F)(F)C(F)F.FC(F)C(F)(F)COC(F)(F)C(F)F.FC(F)C(F)(F)COC(F)(F)C(F)F.C1CCOC1.ClCCl.ClCCl.ClCCl", "charge": 0, "relative_energy_ev": 0.000, "multiplicity": 1, "species": ["F", "C", "F", "C", "F", "F", "C", "O", "C", "F", "F", "C", "F", "F", "H", "H", "H", "H", "F", "C", "F", "C", "F", "F", "C", "O", "C", "F", "F", "C", "F", "F", "H", "H", "H", "H", "F", "C", "F", "C", "F", "F", "C", "O", "C", "F", "F", "C", "F", "F", "H", "H", "H", "H", "C", "C", "C", "O", "C", "H", "H", "H", "H", "H", "H", "H", "H", "Cl", "C", "Cl", "H", "H", "Cl", "C", "Cl", "H", "H", "Cl", "C", "Cl", "H", "H"], "coordinates": [[-25.5636, 9.1041, 12.6349], [-25.0198, 9.8027, 11.5900], [-25.6798, 9.4920, 10.4655], [-25.1108, 11.3012, 11.8684], [-24.5790, 11.6021, 13.0571], [-26.4172, 11.6936, 11.8181], [-24.4055, 12.0836, 10.7550], [-23.2854, 11.4722, 10.1209], [-22.1146, 11.6561, 10.7404], [-21.7985, 12.9853, 10.7182], [-22.1227, 11.2888, 12.0358], [-21.0251, 10.8972, 9.9881], [-19.8617, 11.1016, 10.6139], [-21.3196, 9.5664, 10.0159], [-23.9793, 9.4837, 11.5134], [-24.1390, 13.0845, 11.1128], [-25.1104, 12.3330, 9.9634], [-21.0444, 11.1858, 8.9339], [-14.7646, 12.9811, 7.5126], [-15.0998, 13.1297, 8.7994], [-14.5323, 14.2851, 9.2651], [-16.6013, 13.2359, 8.9991], [-16.8535, 13.1830, 10.3433], [-17.1766, 12.1217, 8.4797], [-17.2572, 14.5082, 8.5257], [-16.8970, 14.7961, 7.1778], [-17.8787, 14.6899, 6.2644], [-18.4583, 13.4622, 6.3070], [-18.8475, 15.6120, 6.4744], [-17.2655, 14.9522, 4.8842], [-16.2210, 14.1706, 4.6622], [-18.2149, 14.7298, 3.9298], [-14.6896, 12.3234, 9.4147], [-16.9787, 15.3262, 9.1883], [-18.3416, 14.4444, 8.6543], [-17.0666, 16.0295, 4.8263], [-29.3551, 19.6366, 7.4146], [-28.2842, 19.1069, 6.8133], [-27.1380, 19.5016, 7.4102], [-28.3860, 17.5756, 6.7587], [-27.2620, 17.1772, 6.0717], [-29.4282, 17.1481, 6.0400], [-28.3562, 16.8690, 8.1033], [-27.1496, 17.1662, 8.7508], [-27.0207, 16.6498, 9.9897], [-27.9033, 17.2963, 10.8205], [-27.3081, 15.3312, 10.0569], [-25.6193, 16.9228, 10.5189], [-25.4446, 16.4522, 11.7601], [-24.7055, 16.3747, 9.6858], [-28.2061, 19.4499, 5.7697], [-28.5004, 15.7967, 7.9531], [-29.2246, 17.1676, 8.7018], [-25.4849, 18.0103, 10.5005], [-22.8107, 15.7024, 5.9141], [-23.5900, 15.5971, 7.2070], [-22.8881, 14.4498, 7.9487], [-21.6341, 14.2445, 7.3026], [-21.8483, 14.5107, 5.9024], [-22.1957, 16.6039, 5.9196], [-23.4500, 15.7310, 5.0296], [-24.6721, 15.4988, 7.1678], [-23.3681, 16.4945, 7.7905], [-23.4746, 13.5140, 7.8410], [-22.8263, 14.5554, 9.0275], [-22.2990, 13.6270, 5.4359], [-20.9152, 14.7841, 5.4240], [-26.4384, 11.4038, 5.4113], [-25.9702, 13.0441, 5.8178], [-26.8858, 13.6494, 7.2216], [-24.9192, 13.0628, 6.0830], [-26.1642, 13.7175, 4.9932], [-18.8089, 17.6799, 8.7759], [-20.4824, 17.1132, 8.8908], [-20.8248, 16.2073, 10.3775], [-21.1097, 17.9915, 8.9694], [-20.7030, 16.5004, 8.0263], [-23.5445, 19.8213, 9.1258], [-23.8966, 20.3446, 7.4732], [-23.9934, 18.9090, 6.4401], [-24.8603, 20.8372, 7.4636], [-23.1173, 20.9932, 7.0957]], "forces_ev_per_a": [[-0.11, 0.29, -0.37], [0.41, -0.67, 1.23], [-0.19, 0.13, -0.19], [0.10, 0.05, -1.73], [-0.29, -0.13, 0.48], [0.20, -0.02, 0.55], [-0.33, 1.50, -0.48], [-0.77, -0.63, 0.25], [0.71, 0.58, -0.12], [0.23, -0.07, 0.20], [-0.14, -0.07, 0.12], [-0.67, -0.40, -0.35], [0.23, 0.02, -0.25], [0.09, 0.07, 0.27], [-0.01, 0.05, -0.14], [0.18, -0.25, 0.42], [-0.15, -0.63, -0.08], [0.52, 0.29, 0.11], [-0.06, -0.11, -0.14], [0.63, 0.23, 0.80], [-0.13, -0.01, -0.20], [-0.79, -0.21, 0.41], [0.33, 0.02, 0.00], [0.14, 0.13, -0.28], [-0.61, 0.32, 0.06], [0.18, 0.23, 0.27], [0.39, -0.73, -0.12], [-0.17, 0.35, -0.06], [-0.31, -0.10, -0.07], [-1.19, 1.09, -0.02], [0.39, -0.16, -0.12], [0.05, -0.36, 0.11], [-0.10, -0.17, -0.26], [0.45, 0.02, -0.26], [0.05, -0.38, -0.14], [0.68, -0.25, -0.01], [-0.09, 0.13, 0.43], [0.18, -0.18, -1.86], [-0.26, -0.02, 0.51], [1.77, -0.64, 0.79], [-0.11, 0.17, -0.05], [-0.58, 0.41, 0.04], [-1.53, -0.36, 0.05], [0.80, -0.31, 0.00], [-0.55, 0.18, 0.52], [0.15, -0.42, 0.10], [-0.11, 0.06, -0.11], [0.25, 1.18, -0.58], [-0.14, -0.29, -0.01], [-0.09, -0.30, 0.30], [-0.35, 0.11, 0.21], [0.34, 0.03, -0.30], [0.13, 0.35, -0.04], [0.14, -0.10, 0.18], [0.09, -0.03, -0.92], [0.91, 0.46, 1.32], [-1.08, -1.31, -0.66], [0.31, 0.39, 0.09], [-0.71, 0.17, 0.79], [-0.19, 0.10, -0.11], [0.09, 0.02, -0.06], [0.04, -0.11, -0.25], [-0.38, 0.03, -0.12], [0.00, 0.10, -0.19], [0.67, 0.43, -0.05], [0.12, -0.02, -0.08], [0.19, -0.36, 0.07], [0.01, -0.08, -0.14], [0.01, 0.26, 0.27], [0.12, -0.05, 0.00], [0.01, -0.06, 0.03], [-0.10, -0.09, -0.12], [0.03, -0.01, 0.13], [-0.21, 0.34, 0.34], [0.24, -0.17, -0.12], [-0.05, 0.06, -0.33], [-0.02, -0.16, 0.04], [0.13, 0.27, 0.18], [-0.22, -0.43, -0.12], [-0.02, 0.21, -0.26], [-0.04, 0.00, 0.04], [0.13, -0.02, 0.15]]}

---

| no. | gap between HOMO and LUMO (eV) | energy (Ha) | highest occupied orbital energy (eV) |
| --- | --- | --- | --- |
| 1 | 7.97 | -4002.6437 | -7.8 |
| 2 | 6.89 | -8192.3508 | -8.7 |
| 3 | 10.28 | -6312.8169 | -10.0 |